No. 1
Formula: CH3NO2P
Source: the OMol25 dataset
Level of theory: ωB97M-V/def2-TZVPD

Each line ends with the natural charge from an NBO analysis.
Geometry (Å):
C -1.62 -0.58 0.75  -0.18
N -1.14 -0.34 -0.46  -0.75
O 1.74 1.80 0.26  -1.14
O 1.66 -0.45 -0.77  -1.17
P 1.90 0.33 0.52  1.37
H -0.96 -0.23 1.69  0.11
H -0.10 -0.01 -0.68  0.41
H -1.48 -0.54 -1.32  0.36

Calculated values
Total charge: -1
HOMO energy: -4.11 eV
2S+1: 1
LUMO level: 4.59 eV
E: -586.5100 Ha

---

No. 2
Formula: CH3NO2S
Source: the OMol25 dataset
Level of theory: ωB97M-V/def2-TZVPD

Each line ends with the natural charge from an NBO analysis.
Geometry (Å):
C -0.64 0.65 1.86  -0.04
N 0.32 -0.02 1.47  -0.60
O -0.69 -0.89 -2.67  -0.81
O 1.69 -1.34 -2.96  -0.81
S 0.65 -0.51 -2.36  1.63
H -1.18 0.20 2.65  0.17
H -0.93 1.61 1.42  0.15
H 0.78 0.31 0.59  0.32

Calculated values
HOMO energy: -10.20 eV
2S+1: 1
LUMO level: -1.40 eV
E: -643.2744 Ha

---

No. 3
Formula: CH3NO2S
Source: the OMol25 dataset
Level of theory: ωB97M-V/def2-TZVPD

Each line ends with the natural charge from an NBO analysis.
Geometry (Å):
C -0.78 -0.17 -0.58  -0.51
N -0.40 -0.26 1.02  -0.79
O 1.51 1.31 -0.10  -0.90
O 1.84 -1.07 -0.17  -0.88
S 0.95 -0.01 -0.02  2.24
H -1.11 -1.16 -0.79  0.23
H -1.41 0.67 -0.84  0.23
H -0.59 0.70 1.49  0.39

Calculated values
SMILES string: O=S1(=O)CN1
HOMO energy: -10.64 eV
2S+1: 1
LUMO level: 0.47 eV
E: -643.2262 Ha

---

No. 4
Formula: CH3NO2S
Source: the OMol25 dataset
Level of theory: ωB97M-V/def2-TZVPD

Each line ends with the natural charge from an NBO analysis.
Geometry (Å):
C -0.10 -0.72 1.50  -0.48
N -0.02 0.78 -1.45  0.41
O -0.50 -0.04 -0.72  -0.34
O 0.50 1.86 -1.28  -0.36
S 0.94 -1.89 1.20  0.04
H 0.39 0.32 1.77  0.21
H -1.24 -0.91 1.46  0.21
H 0.03 0.60 -2.48  0.32

Calculated values
SMILES string: O=[NH+][O-].C=S
HOMO energy: -8.45 eV
2S+1: 1
LUMO level: -0.21 eV
E: -643.1541 Ha

---

No. 5
Formula: CH3NO2S
Source: the OMol25 dataset
Level of theory: ωB97M-V/def2-TZVPD

Each line ends with the natural charge from an NBO analysis.
Geometry (Å):
C 1.18 -0.21 0.00  -0.76
N -1.52 0.24 0.00  0.43
O -1.04 1.33 0.00  -0.38
O -2.67 -0.08 0.00  -0.36
S -0.38 -1.13 0.00  0.35
H 1.97 -0.94 0.16  0.24
H 1.16 0.52 0.80  0.25
H 1.31 0.28 -0.96  0.23

Calculated values
SMILES string: CS[N+](=O)[O-]
HOMO energy: -10.22 eV
2S+1: 1
LUMO level: 0.38 eV
E: -643.2156 Ha

---

No. 6
Formula: CH3NO2S
Source: the OMol25 dataset
Level of theory: ωB97M-V/def2-TZVPD

Each line ends with the natural charge from an NBO analysis.
Geometry (Å):
C -0.29 -0.84 0.27  -0.05
N -0.86 0.29 0.26  -0.58
O -2.82 -2.36 1.43  -0.81
O -2.91 -0.16 2.55  -0.83
S -2.84 -1.59 2.67  1.63
H 0.36 -1.22 -0.62  0.17
H -0.23 -1.34 1.17  0.13
H -1.15 0.54 1.21  0.34

Calculated values
HOMO energy: -10.00 eV
2S+1: 1
LUMO level: -1.59 eV
E: -643.2691 Ha

---

No. 7
Formula: CH3NO2S
Source: the OMol25 dataset
Level of theory: ωB97M-V/def2-TZVPD

Each line ends with the natural charge from an NBO analysis.
Geometry (Å):
C -0.66 -1.03 0.04  -0.81
N 0.90 1.39 0.02  0.45
O 1.73 0.53 -0.06  -0.36
O 0.98 2.59 -0.10  -0.35
S -0.82 0.77 0.29  0.30
H -1.64 -1.57 0.38  0.26
H 0.35 -1.39 0.47  0.27
H -0.84 -1.28 -1.04  0.23

Calculated values
SMILES string: CS[N+](=O)[O-]
HOMO energy: -10.03 eV
2S+1: 1
LUMO level: 0.24 eV
E: -643.1962 Ha

---

No. 8
Formula: CH3NO2S
Source: the OMol25 dataset
Level of theory: ωB97M-V/def2-TZVPD

Each line ends with the natural charge from an NBO analysis.
Geometry (Å):
C -0.30 -1.14 -1.39  0.70
N 0.04 1.30 1.29  -1.04
O 0.23 -1.26 -2.41  -0.42
O 0.74 -0.81 0.11  -0.87
S 0.25 -0.35 1.54  0.71
H -1.29 -1.14 -1.02  0.16
H -0.56 1.50 0.50  0.37
H 0.89 1.90 1.37  0.38

Calculated values
HOMO energy: -8.02 eV
2S+1: 1
LUMO level: 0.18 eV
E: -643.2393 Ha

---

No. 9
Formula: CH3NO2S2
Source: the OMol25 dataset
Level of theory: ωB97M-V/def2-TZVPD

Each line ends with the natural charge from an NBO analysis.
Geometry (Å):
C -0.32 0.01 -0.17  0.92
N 1.15 -0.47 0.64  -0.85
O -1.08 0.72 0.40  -0.58
O -0.32 -0.56 -1.31  -0.61
S 1.68 0.71 1.70  0.20
S -1.67 -0.36 -2.40  0.30
H 1.82 -0.65 -0.10  0.38
H 1.10 0.18 2.78  0.10
H -2.37 0.40 -1.54  0.14

Calculated values
SMILES string: O=C(NS)OS
HOMO energy: -8.86 eV
2S+1: 1
LUMO level: -0.49 eV
E: -1041.4428 Ha

---

No. 10
Formula: CH3NO2S2
Source: the OMol25 dataset
Level of theory: ωB97M-V/def2-TZVPD

Each line ends with the natural charge from an NBO analysis.
Geometry (Å):
C -0.45 0.70 -0.30  -0.30
N -0.01 -0.67 0.67  0.10
O 0.51 -0.15 1.87  -0.55
O 1.07 -1.20 -0.08  -0.60
S -0.47 2.13 0.33  0.10
S -0.95 -0.07 -1.71  0.20
H 0.87 0.66 1.78  0.45
H 0.94 -2.22 -0.15  0.48
H -1.52 0.82 -2.41  0.12

Calculated values
SMILES string: ON(O)C(=S)S
HOMO energy: -9.30 eV
2S+1: 1
LUMO level: -0.46 eV
E: -1041.3487 Ha

---

No. 11
Formula: CH3NO2S2
Source: the OMol25 dataset
Level of theory: ωB97M-V/def2-TZVPD

Each line ends with the natural charge from an NBO analysis.
Geometry (Å):
C 0.85 1.15 -0.09  -0.50
N -1.15 -0.70 0.16  -1.08
O 1.05 -1.03 1.36  -0.91
O 1.10 -1.18 -1.05  -0.88
S 2.24 1.83 0.31  0.32
S 0.48 -0.62 0.09  2.24
H -1.30 1.17 -1.27  0.01
H -1.60 -0.59 1.11  0.44
H -1.68 -0.02 -0.63  0.37

Calculated values
HOMO energy (spin up / spin down): -9.01 / -10.87 eV
2S+1: 1
LUMO level (spin up / spin down): -2.07 / -1.85 eV
E: -1041.2802 Ha

---

No. 12
Formula: CH3NO2S2
Source: the OMol25 dataset
Level of theory: ωB97M-V/def2-TZVPD

Each line ends with the natural charge from an NBO analysis.
Geometry (Å):
C 0.11 0.55 0.17  -0.07
N -0.13 -0.70 0.09  0.30
O 0.56 -1.66 -0.03  -0.45
O -1.50 -1.02 0.10  -0.56
S 2.29 0.67 0.77  -0.08
S -0.85 1.98 0.33  0.09
H 2.73 0.40 -0.40  0.12
H -1.53 -1.97 -0.21  0.50
H -1.68 1.75 -0.82  0.16

Calculated values
HOMO energy: -9.01 eV
2S+1: 1
LUMO level: -0.58 eV
E: -1041.3153 Ha

---

Copy entry 1 word for word.
Formula: CH3NO2P
Source: the OMol25 dataset
Level of theory: ωB97M-V/def2-TZVPD

Each line ends with the natural charge from an NBO analysis.
Geometry (Å):
C -1.62 -0.58 0.75  -0.18
N -1.14 -0.34 -0.46  -0.75
O 1.74 1.80 0.26  -1.14
O 1.66 -0.45 -0.77  -1.17
P 1.90 0.33 0.52  1.37
H -0.96 -0.23 1.69  0.11
H -0.10 -0.01 -0.68  0.41
H -1.48 -0.54 -1.32  0.36

Calculated values
Total charge: -1
HOMO energy: -4.11 eV
2S+1: 1
LUMO level: 4.59 eV
E: -586.5100 Ha

---

What did the first record say?
Formula: CH3NO2P
Source: the OMol25 dataset
Level of theory: ωB97M-V/def2-TZVPD

Each line ends with the natural charge from an NBO analysis.
Geometry (Å):
C -1.62 -0.58 0.75  -0.18
N -1.14 -0.34 -0.46  -0.75
O 1.74 1.80 0.26  -1.14
O 1.66 -0.45 -0.77  -1.17
P 1.90 0.33 0.52  1.37
H -0.96 -0.23 1.69  0.11
H -0.10 -0.01 -0.68  0.41
H -1.48 -0.54 -1.32  0.36

Calculated values
Total charge: -1
HOMO energy: -4.11 eV
2S+1: 1
LUMO level: 4.59 eV
E: -586.5100 Ha